[1]
Entry from OMol25: a molecular structure, C58H51BFeN12O2 in a non-equilibrium geometry (the ωB97M-V functional and the def2-TZVPD basis).

Geometry as ORCA input:
```
! RIJCOSX wB97M-V def2-TZVPD def2/J DEFGRID3
* xyz 0 1
Fe 0.92 -0.39 -0.72
C -1.99 -1.69 -5.06
C -1.87 -1.29 -3.63
C -2.88 -1.05 -2.73
C -2.25 -0.77 -1.50
N -0.91 -0.81 -1.68
N -0.71 -1.15 -2.98
B 0.70 -1.38 -3.54
N 1.43 -0.02 -3.57
N 1.81 0.61 -2.43
C 2.28 1.81 -2.82
C 2.20 1.91 -4.22
C 1.67 0.73 -4.65
C 1.39 0.29 -6.05
C 2.75 2.94 -1.99
C 2.68 4.24 -2.52
C 3.08 5.34 -1.77
C 3.59 5.17 -0.49
C 3.70 3.89 0.03
C 3.29 2.80 -0.72
N 1.46 -2.39 -2.70
N 1.61 -2.20 -1.35
C 2.29 -3.27 -0.89
C 2.54 -4.15 -1.98
C 2.01 -3.55 -3.09
C 1.98 -4.04 -4.50
C 2.71 -3.54 0.49
C 2.14 -2.85 1.60
C 2.70 -3.15 2.89
C 3.58 -4.18 3.07
C 4.05 -4.94 1.98
C 3.60 -4.60 0.72
C -3.05 -0.52 -0.28
C -4.35 -1.04 -0.25
C -5.22 -0.78 0.79
C -4.82 0.02 1.85
C -3.53 0.53 1.86
C -2.65 0.25 0.81
H -3.05 -1.72 -5.34
H -1.57 -2.68 -5.24
H -1.48 -1.00 -5.73
H -3.93 -1.05 -2.93
H 0.60 -1.79 -4.66
H 2.53 2.73 -4.84
H 1.77 1.05 -6.74
H 0.32 0.18 -6.24
H 1.87 -0.66 -6.29
H 2.26 4.40 -3.50
H 3.00 6.33 -2.20
H 3.91 6.03 0.08
H 4.12 3.74 1.02
H 3.43 1.81 -0.35
H 3.02 -5.10 -1.94
H 2.51 -4.99 -4.55
H 2.46 -3.34 -5.18
H 0.96 -4.20 -4.85
H 1.94 -1.81 1.45
H 2.39 -2.55 3.74
H 3.96 -4.38 4.06
H 4.75 -5.75 2.12
H 3.99 -5.15 -0.13
H -4.68 -1.69 -1.06
H -6.21 -1.21 0.78
H -5.49 0.23 2.67
H -3.18 1.12 2.69
H -1.64 0.59 0.87
C -2.67 2.35 -3.67
C -1.31 2.05 -3.67
N -0.60 2.05 -2.56
C -1.24 2.33 -1.43
C -2.61 2.61 -1.43
N -3.32 2.64 -2.55
C -0.46 2.39 -0.16
C -0.72 3.45 0.70
C -0.07 3.55 1.91
C 0.89 2.59 2.20
C 1.12 1.58 1.29
N 0.44 1.45 0.15
C 2.29 0.66 1.43
C 3.21 0.71 2.46
N 4.38 0.07 2.40
C 4.62 -0.62 1.31
C 3.68 -0.74 0.28
N 2.52 -0.11 0.36
C -0.34 4.66 2.86
C -0.37 4.45 4.23
C -0.62 5.52 5.07
N -0.83 6.76 4.64
C -0.80 6.96 3.33
C -0.56 5.96 2.40
H -3.24 2.37 -4.59
H -0.79 1.82 -4.59
H -3.14 2.80 -0.50
H -1.45 4.20 0.41
H 1.48 2.66 3.10
H 3.03 1.29 3.36
H 5.57 -1.14 1.23
H 3.86 -1.34 -0.60
H -0.22 3.46 4.64
H -0.66 5.37 6.14
H -0.97 7.98 2.99
H -0.52 6.19 1.34
C -5.02 -2.70 4.93
C -3.83 -2.53 4.04
C -2.77 -1.71 4.40
C -1.65 -1.56 3.59
C -0.52 -0.65 4.00
C -1.60 -2.26 2.39
C -2.64 -3.10 1.99
C -2.56 -3.87 0.70
C -3.75 -3.21 2.82
C -0.34 -2.20 1.56
O 0.41 -3.21 1.70
O -0.10 -1.17 0.89
H -5.12 -1.86 5.63
H -4.95 -3.61 5.52
H -5.95 -2.76 4.35
H -2.82 -1.16 5.34
H -0.78 -0.11 4.91
H -0.29 0.08 3.22
H 0.39 -1.23 4.19
H -2.14 -3.25 -0.10
H -3.54 -4.21 0.39
H -1.91 -4.74 0.81
H -4.58 -3.84 2.51
*
```

Summary:
HOMO level	-6.234	eV
energy	-4337.09426	Ha
LUMO	-0.95	eV

[2]
Entry from OMol25: a molecular structure, C58H53AsORuSSb2 (the ωB97M-V functional and the def2-TZVPD basis).

Geometry as ORCA input:
```
! RIJCOSX wB97M-V def2-TZVPD def2/J DEFGRID3
* xyz 2 5
Ru -0.17 0.82 0.59
C 1.69 -2.08 1.10
C 1.68 -2.28 2.62
C 0.25 -2.23 3.17
Sb -0.39 -0.19 3.16
C 0.77 0.47 4.80
C 1.53 1.63 4.75
C 2.28 2.03 5.85
C 2.27 1.27 7.00
C 1.50 0.12 7.07
C 0.74 -0.28 5.98
C -2.26 -0.28 4.14
C -2.78 0.87 4.70
C -3.98 0.83 5.40
C -4.65 -0.38 5.53
C -4.13 -1.54 4.98
C -2.93 -1.49 4.28
Sb 3.20 -0.96 0.02
C 2.37 1.05 0.38
C 2.70 1.79 1.52
C 2.49 3.16 1.59
C 1.91 3.84 0.53
C 1.55 3.14 -0.61
C 1.77 1.76 -0.69
C 4.86 -0.79 1.33
C 4.85 -0.62 2.72
C 6.04 -0.50 3.42
C 7.26 -0.55 2.74
C 7.28 -0.72 1.37
C 6.08 -0.84 0.67
H 0.78 -1.53 0.81
H 1.59 -3.04 0.59
H 2.26 -1.52 3.14
H 2.15 -3.23 2.86
H 0.21 -2.55 4.21
H -0.43 -2.85 2.58
H 1.54 2.24 3.85
H 2.87 2.93 5.80
H 2.85 1.57 7.86
H 1.47 -0.47 7.98
H 0.12 -1.17 6.05
H -2.25 1.82 4.63
H -4.38 1.72 5.85
H -5.58 -0.42 6.09
H -4.65 -2.48 5.10
H -2.52 -2.41 3.87
H 3.19 1.30 2.35
H 2.79 3.71 2.48
H 1.75 4.91 0.58
H 1.11 3.66 -1.45
H 1.61 1.26 -1.64
H 3.93 -0.55 3.28
H 6.02 -0.36 4.49
H 8.18 -0.46 3.29
H 8.22 -0.76 0.84
H 6.12 -0.98 -0.40
C -0.73 -0.64 -1.11
H -1.02 -0.14 -2.03
H 0.06 -1.37 -1.30
O -2.42 -1.04 0.90
S -2.07 -1.48 -0.46
C -1.70 -3.20 -0.40
C -1.02 -3.81 -1.45
C -0.79 -5.18 -1.38
C -1.24 -5.90 -0.28
C -1.93 -5.27 0.75
C -2.17 -3.91 0.70
C -3.47 -1.32 -1.50
C -3.32 -1.30 -2.89
C -4.46 -1.29 -3.67
C -5.72 -1.32 -3.07
C -5.85 -1.33 -1.69
C -4.72 -1.33 -0.89
H -0.67 -3.24 -2.30
H -0.26 -5.67 -2.18
H -1.06 -6.97 -0.24
H -2.28 -5.85 1.59
H -2.70 -3.40 1.49
H -2.34 -1.31 -3.35
H -4.37 -1.27 -4.75
H -6.60 -1.32 -3.69
H -6.83 -1.34 -1.24
H -4.80 -1.32 0.19
C -1.45 5.87 3.48
C -2.27 6.16 2.40
C -2.42 5.24 1.36
C -1.73 4.03 1.39
C -0.91 3.75 2.48
C -0.76 4.66 3.52
As -1.95 2.66 0.04
C -3.84 2.26 0.24
C -4.24 1.76 1.47
C -5.58 1.50 1.71
C -6.52 1.75 0.71
C -6.11 2.23 -0.52
C -4.77 2.48 -0.77
C -1.84 3.46 -1.71
C -0.96 2.89 -2.63
C -0.83 3.40 -3.91
C -1.58 4.51 -4.28
C -2.47 5.08 -3.39
C -2.61 4.56 -2.11
H -1.34 6.58 4.28
H -2.81 7.09 2.36
H -3.09 5.48 0.55
H -0.36 2.81 2.52
H -0.12 4.42 4.36
H -3.52 1.57 2.25
H -5.89 1.11 2.67
H -7.57 1.57 0.90
H -6.84 2.42 -1.30
H -4.46 2.84 -1.74
H -0.36 2.03 -2.33
H -0.14 2.95 -4.61
H -1.48 4.92 -5.28
H -3.07 5.93 -3.68
H -3.33 5.00 -1.44
*
```

Summary:
HOMO level (spin up / spin down)	-12.697 / -13.211	eV
energy	-5525.88193	Ha
LUMO (spin up / spin down)	-4.66 / -6.37	eV
<S²>	6.016

[3]
Entry from OMol25: a molecular structure, C58H56INO36S in a non-equilibrium geometry (the ωB97M-V functional and the def2-TZVPD basis).

Geometry as ORCA input:
```
! RIJCOSX wB97M-V def2-TZVPD def2/J DEFGRID3
* xyz 0 1
C -4.45 -1.46 -2.78
C -3.28 -0.59 -2.33
O -2.18 -1.37 -1.86
C -0.93 -0.81 -2.21
C -0.59 0.34 -1.23
O 0.60 1.03 -1.58
C 1.78 0.34 -1.24
C 2.41 0.80 0.17
C 3.93 0.77 -0.15
C 4.39 -0.62 -0.60
N 4.86 -0.83 -1.74
O 1.91 2.11 0.27
C 0.94 2.20 1.23
O 0.37 3.13 1.55
O 0.81 0.96 1.74
C 1.92 0.06 1.43
C 1.18 -1.29 1.30
C 2.03 -2.54 1.61
C 1.13 -3.79 1.58
S 2.05 -5.29 1.97
O 2.87 -5.64 0.86
O 1.09 -6.31 2.24
O 3.01 -5.03 3.23
C 2.77 0.14 2.73
I 1.55 -0.38 4.47
C 3.51 1.50 2.93
C 3.31 2.21 4.29
H -5.25 -0.78 -3.11
H -4.12 -2.11 -3.58
H -4.83 -1.99 -1.90
H -3.64 0.00 -1.46
H -2.97 0.16 -3.07
H -0.13 -1.56 -2.16
H -0.92 -0.44 -3.24
H -1.40 1.07 -1.35
H -0.64 0.02 -0.18
H 1.69 -0.75 -1.33
H 2.51 0.65 -1.99
H 4.17 1.51 -0.92
H 4.55 1.02 0.72
H 4.33 -1.48 0.08
H 4.87 0.05 -2.26
H 0.77 -1.46 0.30
H 0.32 -1.34 1.96
H 2.43 -2.49 2.63
H 2.89 -2.68 0.95
H 0.61 -3.89 0.63
H 0.37 -3.68 2.37
H 2.61 -4.40 3.86
H 3.54 -0.64 2.73
H 3.31 2.24 2.16
H 4.59 1.29 2.88
H 2.29 2.55 4.44
H 3.70 1.65 5.14
H 3.91 3.13 4.23
C -3.59 -7.29 -5.59
C -3.18 -6.16 -5.00
C -4.12 -5.27 -4.26
O -3.68 -4.27 -3.72
C -5.53 -5.64 -4.22
C -5.96 -6.76 -4.81
C -5.00 -7.68 -5.53
O -5.43 -8.69 -6.04
O -7.24 -7.13 -4.79
O -1.90 -5.77 -5.03
H -2.92 -7.94 -6.13
H -6.20 -4.98 -3.69
H -7.31 -7.97 -5.30
H -1.87 -4.93 -4.53
C -1.02 7.79 0.43
C -2.05 8.31 -0.25
C -3.25 7.49 -0.62
O -4.16 8.03 -1.21
C -3.25 6.09 -0.25
C -2.22 5.55 0.42
C -1.03 6.38 0.82
O -0.13 5.87 1.44
O -2.21 4.26 0.77
O -2.07 9.59 -0.62
H -0.15 8.38 0.70
H -4.12 5.50 -0.54
H -1.37 4.10 1.24
H -2.93 9.72 -1.09
C 3.99 5.39 7.34
C 3.43 6.58 7.55
C 3.87 7.80 6.79
O 3.31 8.86 7.01
C 4.94 7.65 5.81
C 5.50 6.46 5.60
C 5.05 5.24 6.35
O 5.59 4.18 6.10
O 6.49 6.28 4.73
O 2.46 6.76 8.45
H 3.69 4.50 7.88
H 5.26 8.54 5.28
H 6.72 5.33 4.76
H 2.24 7.71 8.40
C 0.44 1.31 -6.48
C 1.31 1.50 -7.48
C 1.97 0.35 -8.18
O 2.74 0.58 -9.09
C 1.67 -1.00 -7.72
C 0.80 -1.19 -6.72
C 0.12 -0.04 -6.04
O -0.68 -0.27 -5.15
O 0.49 -2.40 -6.27
O 1.64 2.72 -7.92
H -0.04 2.13 -5.98
H 2.16 -1.82 -8.22
H -0.16 -2.26 -5.55
H 2.28 2.58 -8.64
C -9.29 -6.61 -8.04
C -10.37 -6.19 -8.71
C -11.50 -7.12 -9.03
O -12.47 -6.69 -9.62
C -11.38 -8.52 -8.61
C -10.30 -8.93 -7.95
C -9.18 -7.99 -7.61
O -8.22 -8.42 -6.99
O -10.14 -10.20 -7.56
O -10.51 -4.94 -9.12
H -8.47 -5.95 -7.81
H -12.20 -9.18 -8.86
H -9.28 -10.23 -7.10
H -11.38 -4.90 -9.57
C -2.25 0.59 8.38
C -2.89 1.71 8.72
C -2.53 3.04 8.10
O -3.16 4.02 8.44
C -1.44 3.07 7.13
C -0.80 1.94 6.80
C -1.18 0.62 7.40
O -0.57 -0.38 7.04
O 0.20 1.92 5.92
O -3.87 1.73 9.62
H -2.50 -0.37 8.82
H -1.18 4.03 6.71
H 0.48 0.97 5.86
H -4.16 2.66 9.68
C 8.11 -0.04 4.80
C 7.57 1.17 4.99
C 8.04 2.36 4.22
O 7.50 3.43 4.43
C 9.12 2.18 3.26
C 9.66 0.97 3.07
C 9.17 -0.23 3.82
O 9.68 -1.31 3.59
O 10.65 0.76 2.20
O 6.60 1.39 5.88
H 7.77 -0.92 5.35
H 9.46 3.06 2.72
H 10.85 -0.19 2.25
H 6.38 2.34 5.83
*
```

Summary:
HOMO level	-9.439	eV
energy	-5702.90497	Ha
LUMO	-1.83	eV

- The lowest energy belongs to which entry?
  C58H56INO36S

- Look up the energy of the first one.
  -4337.09426 Ha